i.
A cluster of 2 separate species, C3H10N5 in total, computed with ωB97M-V with the def2-TZVPD basis set.

Geometry as XYZ:
```
18
C3H10N5 (ωB97M-V with the def2-TZVPD basis set)
C 2.389 0.161 0.027
C -0.439 0.988 -0.952
C -2.185 -0.454 -0.197
N 2.699 1.311 -0.203
N 1.816 -0.787 0.503
N -1.167 0.551 0.000
N 1.082 -1.857 0.028
N -1.106 1.035 1.245
H -0.578 0.623 -1.953
H 0.336 1.717 -0.768
H -2.317 -0.665 -1.255
H -1.888 -1.377 0.306
H -3.131 -0.111 0.222
H 3.642 1.641 -0.305
H 1.425 -2.200 -0.866
H 1.165 -2.605 0.713
H -0.291 1.591 1.474
H -1.453 0.437 1.982
```

The LUMO energy comes out at -4.10 eV. The net charge is +1.

Atomic partial charges in e from the Mulliken method, atoms 1 to 8: 0.395, -0.281, -0.874, -0.482, -0.216, 0.597, -0.387, -0.641



ii.
A cluster of 2 separate species, C3H10N5 in total, computed with ωB97M-V with the def2-TZVPD basis set.

Geometry as XYZ:
```
18
C3H10N5 (ωB97M-V with the def2-TZVPD basis set)
C -0.936 0.702 -0.038
C -2.125 1.545 0.239
C -2.152 -1.434 -0.235
N 0.558 0.986 0.062
N 1.091 -0.211 -0.079
N 0.273 -1.172 -0.130
N -1.030 -0.611 -0.145
N 3.661 0.276 0.259
H -2.367 1.359 1.363
H -2.955 1.056 -0.288
H -1.921 2.564 0.018
H -1.763 -2.316 -0.689
H -2.762 -1.691 0.655
H -2.730 -0.942 -0.966
H 4.399 -0.261 -0.276
H 3.425 0.125 1.233
H 2.805 -0.106 -0.297
H 3.740 1.265 -0.060
```

The LUMO energy comes out at -3.25 eV. The net charge is +1.

Atomic partial charges in e from the Mulliken method, atoms 1 to 8: 0.392, -0.910, -0.934, -0.473, 0.000, -0.631, 0.517, -0.505



iii.
The ion C3H10N5 with charge +1, computed with ωB97M-V with the def2-TZVPD basis set.

Geometry as XYZ:
```
18
C3H10N5 (ωB97M-V with the def2-TZVPD basis set)
N 2.351 0.169 -0.087
N 1.123 -0.553 -0.114
N 1.115 -1.704 0.745
N -0.057 0.219 -0.147
C -0.550 0.676 -1.351
N -1.682 1.202 -1.265
C -2.336 0.841 0.024
C -1.139 0.226 0.831
H 2.559 0.756 -0.796
H 2.338 0.699 0.736
H 1.088 -1.059 -1.080
H 1.702 -1.637 1.570
H 1.498 -2.401 0.192
H 0.053 0.728 -2.228
H -2.917 -0.053 -0.312
H -2.889 1.649 0.538
H -0.945 1.009 1.526
H -1.312 -0.766 1.217
```

The LUMO energy comes out at -3.94 eV. The net charge is +1. Its SMILES is N[NH+](N)N1C=NCC1.

Atomic partial charges in e from the Mulliken method, atoms 1 to 8: -0.492, 0.298, -0.576, -0.004, -0.084, -0.503, -0.419, -0.496



The relative energies come out as i 28.0; ii 0.0; iii 69.0, with values in kcal/mol.



i.
A structure of composition C4H9NO2, computed with ωB97M-V with the def2-TZVPD basis set.

Geometry as XYZ:
```
16
C4H9NO2 (ωB97M-V with the def2-TZVPD basis set)
C -0.350 -2.608 0.754
N -1.465 -1.738 0.926
C 2.079 2.833 -2.154
C -1.394 -0.478 0.683
C -0.210 0.355 0.310
O 0.699 -0.243 -0.564
O -0.150 1.541 0.702
H 0.560 -2.337 1.310
H -0.615 -3.596 1.111
H 0.030 -2.695 -0.268
H 2.625 2.419 -3.005
H 2.695 2.845 -1.252
H 1.273 2.138 -1.938
H 1.780 3.883 -2.261
H -2.316 0.083 0.838
H 0.748 -0.517 0.664
```

The LUMO energy (spin up / spin down) comes out at 4.13 / 4.06 eV. The net charge is -1. As for the expectation value of S²: 0.7589. Its multiplicity is 2.

Atomic partial charges in e from the Mulliken method, atoms 1 to 8: -0.989, -0.675, -0.912, 0.205, 0.264, -0.515, -0.650, 0.386



ii.
The ion C4H9NO2 with charge -1, computed with ωB97M-V with the def2-TZVPD basis set.

Geometry as XYZ:
```
16
C4H9NO2 (ωB97M-V with the def2-TZVPD basis set)
O 2.143 -0.014 -1.650
C 1.449 -0.705 -0.824
C 0.599 0.101 0.361
C -0.646 -0.777 -0.328
C -1.990 -0.150 0.376
O -1.859 -0.167 1.800
N 0.592 1.542 0.124
H 1.688 -1.782 -0.580
H 0.787 -0.155 1.400
H -0.407 -1.774 0.040
H -0.805 -0.467 -1.374
H -2.957 -0.558 0.036
H -1.961 0.868 -0.078
H -1.121 0.458 1.855
H 1.590 1.743 0.083
H 0.351 1.600 -0.870
```

The LUMO energy (spin up / spin down) comes out at 4.07 / 3.98 eV. The net charge is -1. As for the expectation value of S²: 0.7541. Its multiplicity is 2.

Atomic partial charges in e from the Mulliken method, atoms 1 to 8: -0.757, -0.390, -0.512, -0.489, -0.650, -0.562, -0.716, 0.307



The relative energies come out as i 0.0; ii 11.0, with values in kcal/mol.



i.
An isolated molecule of C21H26N2O6S, computed with ωB97M-V with the def2-TZVPD basis set.

Geometry as XYZ:
```
56
C21H26N2O6S (ωB97M-V with the def2-TZVPD basis set)
C 4.074 -1.130 -2.561
C 3.100 -1.665 -1.522
O 1.851 -0.970 -1.602
C 1.618 0.008 -0.732
O 2.379 0.330 0.149
C 0.276 0.651 -0.995
C -0.023 1.789 -0.001
N 0.013 1.335 1.375
S -0.832 -0.031 1.838
O -1.871 -0.305 0.889
O -1.192 0.163 3.212
C 0.379 -1.352 1.772
C 0.281 -2.336 0.809
C 1.259 -3.309 0.713
C 2.344 -3.283 1.587
N 3.380 -4.218 1.512
C 3.741 -4.986 0.438
C 4.940 -5.859 0.734
O 3.177 -4.966 -0.630
C 2.407 -2.310 2.586
C 1.425 -1.343 2.675
C -1.355 2.444 -0.302
C -2.332 2.578 0.671
C -3.551 3.170 0.386
C -3.813 3.655 -0.889
O -4.972 4.246 -1.283
C -6.035 4.349 -0.356
C -7.209 4.999 -1.072
C -2.818 3.553 -1.863
C -1.611 2.958 -1.570
H 4.991 -1.711 -2.531
H 4.309 -0.088 -2.357
H 3.640 -1.206 -3.554
H 2.871 -2.718 -1.702
H 3.505 -1.542 -0.513
H -0.508 -0.103 -0.912
H 0.271 1.019 -2.021
H 0.770 2.544 -0.095
H 0.948 1.303 1.751
H -0.568 -2.334 0.144
H 1.196 -4.074 -0.042
H 3.994 -4.237 2.315
H 4.733 -6.508 1.583
H 5.806 -5.243 0.967
H 5.162 -6.468 -0.137
H 3.234 -2.307 3.281
H 1.456 -0.582 3.438
H -2.147 2.210 1.667
H -4.286 3.243 1.172
H -6.317 3.351 0.006
H -5.729 4.961 0.503
H -6.926 5.985 -1.429
H -7.505 4.394 -1.924
H -8.051 5.094 -0.392
H -3.020 3.948 -2.847
H -0.857 2.905 -2.341
```

The LUMO energy comes out at 0.41 eV. Its SMILES is CCOC(=O)C[C@H](NS(=O)(=O)c1ccc(NC(C)=O)cc1)c1ccc(OCC)cc1.

Atomic partial charges in e from the Mulliken method, atoms 1 to 8: -1.447, 0.145, -0.298, 0.464, -0.598, -0.953, 0.019, -0.436



ii.
An isolated molecule of C21H26N2O6S, computed with ωB97M-V with the def2-TZVPD basis set.

Geometry as XYZ:
```
56
C21H26N2O6S (ωB97M-V with the def2-TZVPD basis set)
C 1.412 -6.043 -0.914
C 1.737 -4.582 -0.872
C 2.641 -4.096 0.069
C 2.921 -2.744 0.144
C 2.292 -1.877 -0.727
S 2.533 -0.118 -0.548
O 3.741 0.132 0.181
O 2.321 0.530 -1.808
N 1.277 0.387 0.427
C 1.276 -0.072 1.796
C 0.520 0.937 2.690
C -0.890 1.136 2.153
O -1.788 0.393 2.513
N -1.107 2.129 1.261
C -0.170 3.108 0.755
C -0.159 3.147 -0.775
C -1.569 3.323 -1.341
C -2.502 2.254 -0.742
C -2.457 2.343 0.779
O -2.040 4.627 -1.048
C -2.876 5.036 -2.106
C -2.537 4.074 -3.265
O -1.525 3.240 -2.749
C 0.673 -1.442 1.919
C 0.841 -2.428 2.845
C -0.001 -3.493 2.443
C -0.614 -3.074 1.307
O -0.213 -1.835 0.980
C 1.402 -2.335 -1.676
C 1.130 -3.690 -1.749
H 0.754 -6.296 -0.082
H 2.316 -6.641 -0.818
H 0.910 -6.306 -1.841
H 3.122 -4.783 0.749
H 3.621 -2.347 0.862
H 0.385 0.261 -0.029
H 2.326 -0.105 2.104
H 0.424 0.503 3.686
H 1.080 1.866 2.759
H 0.841 2.887 1.090
H -0.473 4.096 1.124
H 0.450 3.989 -1.105
H 0.272 2.238 -1.192
H -2.166 1.275 -1.084
H -3.523 2.414 -1.091
H -3.098 1.586 1.234
H -2.791 3.341 1.087
H -2.640 6.077 -2.338
H -3.931 4.962 -1.817
H -3.412 3.483 -3.564
H -2.135 4.588 -4.140
H 1.480 -2.398 3.703
H -0.130 -4.433 2.939
H -1.329 -3.541 0.659
H 0.943 -1.626 -2.348
H 0.434 -4.058 -2.489
```

The LUMO energy comes out at 0.67 eV. Its SMILES is Cc1ccc(S(=O)(=O)N[C@@H](CC(=O)N2CCC3(CC2)OCCO3)c2ccco2)cc1.

Atomic partial charges in e from the Mulliken method, atoms 1 to 8: -1.453, 1.100, -0.746, -0.329, -0.080, 1.354, -0.761, -0.711



The relative energies come out as i 0.0; ii 23.8, with values in kcal/mol.



i.
A cluster of 2 separate species, C2H6NS in total, computed with ωB97M-V with the def2-TZVPD basis set.

Geometry as XYZ:
```
10
C2H6NS (ωB97M-V with the def2-TZVPD basis set)
S 5.185 4.237 3.524
H 4.112 3.770 2.775
C -1.321 -1.505 0.302
C -0.929 -1.264 -0.954
N -1.319 -0.275 -1.843
H -1.730 -0.758 0.978
H -1.188 -2.461 0.782
H -0.503 -2.137 -1.447
H -0.662 -0.209 -2.608
H -1.647 0.603 -1.511
```

The LUMO energy comes out at 2.65 eV. The net charge is -1.

Atomic partial charges in e from the Mulliken method, atoms 1 to 8: -0.943, -0.057, -0.775, 0.122, -0.429, 0.223, 0.216, 0.205



ii.
A cluster of 2 separate species, C2H6NS in total, computed with ωB97M-V with the def2-TZVPD basis set.

Geometry as XYZ:
```
10
C2H6NS (ωB97M-V with the def2-TZVPD basis set)
S -1.075 -0.313 3.420
H -2.326 -0.936 3.408
C -0.030 0.671 -1.631
C 1.043 -0.506 0.056
N 0.925 -0.358 -1.211
H -1.022 0.552 -1.137
H 0.501 1.586 -1.415
H -0.109 0.613 -2.716
H 1.973 -0.624 0.601
H 0.120 -0.684 0.625
```

The LUMO energy comes out at 3.73 eV. The net charge is -1.

Atomic partial charges in e from the Mulliken method, atoms 1 to 8: -0.914, -0.053, -0.612, -0.100, -0.507, 0.334, 0.228, 0.205



The relative energies come out as i 0.0; ii 21.3, with values in kcal/mol.



i.
A cluster of 2 separate species, C2H6NS in total, computed with ωB97M-V with the def2-TZVPD basis set.

Geometry as XYZ:
```
10
C2H6NS (ωB97M-V with the def2-TZVPD basis set)
S 0.068 1.718 2.224
H 0.748 2.723 2.947
C 0.398 -0.928 -1.469
C -0.873 -0.215 0.330
N -0.891 -0.944 -0.697
H 0.753 0.152 -1.497
H 0.143 -1.207 -2.552
H 1.117 -1.550 -1.114
H -1.607 0.199 0.970
H 0.144 0.052 0.859
```

The LUMO energy comes out at 4.12 eV. The net charge is -1.

Atomic partial charges in e from the Mulliken method, atoms 1 to 8: -0.813, -0.046, -0.735, -0.125, -0.576, 0.290, 0.246, 0.331



ii.
The ion C2H6NS with charge -1, computed with ωB97M-V with the def2-TZVPD basis set.

Geometry as XYZ:
```
10
C2H6NS (ωB97M-V with the def2-TZVPD basis set)
N -0.861 -0.213 -1.216
C -0.500 0.503 0.017
C 0.764 -0.016 0.746
S 0.813 -1.820 0.902
H -0.100 -0.061 -1.881
H -0.699 -1.195 -0.959
H -1.349 0.421 0.706
H -0.419 1.561 -0.216
H 1.606 0.320 0.187
H 0.746 0.499 1.713
```

The LUMO energy comes out at 4.42 eV. The net charge is -1. Its SMILES is NCC[S-].

Atomic partial charges in e from the Mulliken method, atoms 1 to 8: -0.672, -0.622, -0.580, -0.689, 0.243, 0.252, 0.268, 0.341



The relative energies come out as i 39.3; ii 0.0, with values in kcal/mol.



i.
An isolated molecule of C4H7ClO2, computed with ωB97M-V with the def2-TZVPD basis set.

Geometry as XYZ:
```
14
C4H7ClO2 (ωB97M-V with the def2-TZVPD basis set)
C -0.491 -1.042 -0.926
C 0.058 -0.391 0.392
C -0.946 0.863 0.735
O -0.689 1.985 -0.172
C 1.641 -0.577 0.275
O 2.259 -1.543 0.541
Cl 2.560 0.870 -0.341
H 0.031 -0.431 -1.633
H -1.487 -0.895 -0.877
H -0.107 -2.034 -1.057
H -0.351 -1.011 1.113
H -0.749 1.312 1.685
H -1.925 0.601 0.663
H 0.197 2.294 -0.398
```

The LUMO energy comes out at 0.70 eV. Its SMILES is C[C@H](CO)C(=O)Cl.

Atomic partial charges in e from the Mulliken method, atoms 1 to 8: -1.387, 0.164, -0.616, -0.535, 0.482, -0.397, -0.215, 0.335



ii.
A cluster of 2 separate species, C4H7ClO2 in total, computed with ωB97M-V with the def2-TZVPD basis set.

Geometry as XYZ:
```
14
C4H7ClO2 (ωB97M-V with the def2-TZVPD basis set)
C -2.577 0.140 -0.807
C 1.430 0.501 -1.282
C 0.199 -0.953 1.968
C 1.290 0.328 0.271
O -2.048 -0.924 -0.638
O 0.434 -0.524 0.732
Cl 2.432 1.158 1.236
H -2.768 0.427 -1.903
H 0.338 0.323 -1.717
H 2.102 -0.283 -1.748
H 1.849 1.489 -1.276
H 0.891 -0.690 2.803
H -0.569 -1.620 2.218
H -3.003 0.628 0.145
```

The LUMO energy comes out at 0.62 eV.

Atomic partial charges in e from the Mulliken method, atoms 1 to 8: -0.169, -0.729, -0.548, 0.410, -0.346, -0.125, -0.209, 0.266



iii.
An isolated molecule of C4H7ClO2, computed with ωB97M-V with the def2-TZVPD basis set.

Geometry as XYZ:
```
14
C4H7ClO2 (ωB97M-V with the def2-TZVPD basis set)
C -0.878 -1.111 -1.166
O -0.002 0.006 -1.235
C 0.621 0.320 -0.050
C -0.108 1.554 0.532
Cl 2.395 0.815 -0.355
C 0.834 -0.721 0.963
O 0.709 -1.904 0.981
H -1.952 -0.900 -1.362
H -0.963 -1.731 -0.294
H -0.715 -1.879 -1.968
H 0.036 2.489 -0.051
H 0.130 1.713 1.604
H -1.215 1.546 0.453
H 1.109 -0.199 1.947
```

The LUMO energy comes out at 0.32 eV. Its SMILES is CO[C@](C)(Cl)C=O.

Atomic partial charges in e from the Mulliken method, atoms 1 to 8: -0.756, -0.355, 0.960, -1.135, -0.205, -0.153, -0.450, 0.288



The relative energies come out as i 0.0; ii 79.6; iii 2.9, with values in kcal/mol.



i.
A structure of composition C4H5NO5, computed with ωB97M-V with the def2-TZVPD basis set.

Geometry as XYZ:
```
15
C4H5NO5 (ωB97M-V with the def2-TZVPD basis set)
C -1.292 -1.931 0.666
C -0.761 -0.514 0.637
C 1.197 0.501 -0.607
C 0.671 2.011 -0.406
H -2.956 -2.977 1.318
H -0.716 -0.392 1.512
H -1.116 0.202 0.241
H 1.027 -1.513 0.144
H 2.155 1.944 -1.484
N 0.559 -0.477 0.041
O -2.526 -1.868 1.126
O -0.857 -2.892 0.329
O 2.230 0.368 -1.098
O 1.469 2.847 -0.900
O -0.466 2.254 0.074
```

The LUMO energy comes out at 0.11 eV.

Atomic partial charges in e from the Mulliken method, atoms 1 to 8: 0.614, -1.251, 0.382, 0.673, 0.413, 0.516, 0.813, 0.305



ii.
A cluster of 2 separate species, C4H5NO5 in total, computed with ωB97M-V with the def2-TZVPD basis set.

Geometry as XYZ:
```
15
C4H5NO5 (ωB97M-V with the def2-TZVPD basis set)
C -0.981 0.081 0.154
C 0.019 0.600 -0.840
O -0.132 1.510 -1.614
C 1.457 -0.032 -0.631
N 1.551 -1.453 -1.038
O 2.554 -1.679 -1.696
O 0.744 -2.193 -0.505
H -2.038 0.428 -0.106
H -0.754 0.302 1.116
H -0.972 -0.947 0.030
H 1.687 0.070 0.358
H 2.190 0.505 -1.386
O 5.264 -2.514 0.400
C 4.469 -1.788 0.821
O 3.667 -1.054 1.170
```

The LUMO energy comes out at -0.29 eV. Its SMILES is CC(=O)C[N+](=O)[O-].O=C=O.

Atomic partial charges in e from the Mulliken method, atoms 1 to 8: -1.247, 0.621, -0.512, -0.489, 0.984, -0.564, -0.579, 0.296



The relative energies come out as i 35.8; ii 0.0, with values in kcal/mol.



i.
A structure of composition C7H11N, computed with ωB97M-V with the def2-TZVPD basis set.

Geometry as XYZ:
```
19
C7H11N (ωB97M-V with the def2-TZVPD basis set)
C -1.046 1.059 -0.445
C -1.938 -0.186 0.138
C 1.184 -0.768 0.113
C 1.590 0.658 -0.219
C 0.229 1.119 0.450
C 0.200 -0.379 1.127
C 0.214 -1.487 -0.607
H -0.478 0.446 -1.558
H -1.570 2.205 -0.624
H -2.525 -0.407 -0.645
H -2.598 0.193 0.931
H 2.010 -1.141 0.595
H 2.590 0.855 0.299
H 1.621 1.058 -1.220
H 0.311 1.855 1.171
H 0.348 -0.210 2.272
H 0.457 -2.507 -0.484
H 0.277 -1.166 -1.742
N -0.877 -1.195 0.448
```

The LUMO energy comes out at 1.13 eV.

Atomic partial charges in e from the Mulliken method, atoms 1 to 8: -0.421, -0.667, 0.051, -0.865, -0.509, -0.011, -1.132, 0.102



ii.
A structure of composition C7H11N, computed with ωB97M-V with the def2-TZVPD basis set.

Geometry as XYZ:
```
19
C7H11N (ωB97M-V with the def2-TZVPD basis set)
C -0.731 1.639 0.667
C -0.646 0.364 1.778
C -0.213 -0.798 1.431
C 0.189 -1.632 0.146
C 0.633 -0.837 -1.222
C -0.308 0.226 -1.884
C -0.253 0.644 -0.378
H -1.683 1.978 0.737
H -0.011 2.416 0.992
H -0.980 0.778 2.823
H -0.106 -1.493 2.286
H -0.646 -2.283 0.045
H 1.221 -2.139 0.265
H 1.389 -1.440 -1.696
H 0.191 0.726 -2.699
H -1.287 0.006 -2.231
H -0.887 -0.173 -0.088
H 1.481 1.180 -1.087
N 1.329 0.401 -0.368
```

The LUMO energy comes out at 1.05 eV.

Atomic partial charges in e from the Mulliken method, atoms 1 to 8: -1.018, -0.094, -0.525, -0.840, -0.080, -0.741, 0.218, 0.391



The relative energies come out as i 0.0; ii 31.4, with values in kcal/mol.